# C46H40N7PTi

C46H40N7PTi as an isolated structure (wB97M-V/def2-TZVPD, the Open Molecules 2025 dataset).

Calculated total energy (a.u.): -3350.59317
Total charge: +2
Kohn-Sham gap (eV): 5.90
Energy relative to the best compared isomer or geometry (same formula, charge and spin) (kJ/mol): 147.3
Spin multiplicity: 1
HOMO energy (eV): -12.6

```
95
Properties=species:S:1:pos:R:3:lowdin_charge:R:1
Ti -1.016 -0.204 -1.003 1.12
C -3.722 2.065 -3.678 0.00
C -2.856 1.057 -3.240 -0.09
N -2.433 0.970 -1.992 -0.02
C -2.854 1.903 -1.057 -0.16
C -3.719 2.947 -1.430 -0.14
C -4.138 3.008 -2.779 0.05
C -4.165 3.858 -0.446 0.00
C -3.761 3.707 0.849 -0.03
C -2.888 2.665 1.223 0.02
C -2.427 1.767 0.296 -0.22
N -1.538 0.692 0.602 -0.07
C -1.868 -0.215 1.646 -0.21
C -1.809 0.033 2.990 0.01
C -2.214 -0.952 3.921 -0.03
C -2.657 -2.176 3.511 -0.01
C -2.693 -2.486 2.127 -0.15
C -3.130 -3.723 1.608 0.04
C -3.131 -3.938 0.254 -0.01
C -2.664 -2.922 -0.589 -0.09
N -2.241 -1.752 -0.140 0.02
C -2.272 -1.507 1.212 -0.16
H -4.038 2.082 -4.711 0.13
H -2.493 0.305 -3.932 0.13
H -4.801 3.806 -3.088 0.14
H -4.836 4.655 -0.735 0.13
H -4.105 4.395 1.610 0.13
H -2.575 2.579 2.253 0.12
H -1.455 0.990 3.348 0.12
H -2.166 -0.720 4.976 0.13
H -2.975 -2.922 4.226 0.13
H -3.466 -4.495 2.289 0.14
H -3.468 -4.871 -0.172 0.13
H -2.630 -3.079 -1.662 0.13
C 1.349 3.189 -5.611 -0.05
C 1.673 4.025 -4.548 -0.05
C 1.398 3.635 -3.248 -0.08
C 0.785 2.405 -3.002 -0.33
C 0.476 1.569 -4.069 -0.10
C 0.757 1.958 -5.371 -0.06
P 0.534 1.834 -1.309 1.10
C 0.250 3.267 -0.266 -0.36
C 0.635 3.204 1.074 -0.09
C 0.324 4.244 1.935 -0.06
C -0.376 5.348 1.464 -0.05
C -0.762 5.413 0.132 -0.06
C -0.455 4.375 -0.733 -0.09
C 2.104 1.048 -0.894 -0.28
C 3.301 1.645 -0.589 -0.04
C 4.489 0.887 -0.652 -0.03
C 4.472 -0.410 -1.093 0.01
C 3.252 -1.042 -1.425 -0.16
C 3.166 -2.361 -1.945 0.00
C 1.963 -2.929 -2.252 -0.05
C 0.761 -2.222 -1.997 -0.10
C 0.804 -0.946 -1.487 -0.24
C 2.058 -0.318 -1.252 -0.21
H 1.569 3.495 -6.624 0.12
H 2.146 4.980 -4.732 0.12
H 1.662 4.292 -2.429 0.11
H 0.052 0.583 -3.899 0.09
H 0.522 1.297 -6.194 0.11
H 1.183 2.346 1.444 0.11
H 0.640 4.200 2.969 0.12
H -0.609 6.165 2.133 0.12
H -1.296 6.279 -0.235 0.12
H -0.752 4.438 -1.773 0.11
H 3.351 2.696 -0.333 0.12
H 5.428 1.357 -0.395 0.12
H 5.399 -0.960 -1.196 0.13
H 4.082 -2.917 -2.108 0.13
H 1.923 -3.928 -2.667 0.12
H -0.180 -2.738 -2.188 0.09
C 1.117 -2.012 2.751 -0.18
N 1.363 -2.914 3.870 -0.08
C 2.808 -3.162 3.949 -0.16
N 3.330 -3.730 2.705 -0.08
C 3.042 -2.804 1.616 -0.18
N 1.599 -2.539 1.466 -0.07
C 0.936 -3.831 1.243 -0.18
N 1.172 -4.784 2.322 -0.08
C 0.700 -4.187 3.574 -0.16
C 2.623 -4.984 2.439 -0.16
H 1.608 -1.054 2.945 0.13
H 0.040 -1.846 2.676 0.09
H 3.007 -3.851 4.770 0.13
H 3.320 -2.220 4.156 0.13
H 3.419 -3.231 0.686 0.11
H 3.555 -1.856 1.800 0.13
H 1.301 -4.258 0.306 0.12
H -0.144 -3.662 1.151 0.11
H 0.884 -4.885 4.392 0.13
H -0.378 -4.015 3.501 0.11
H 3.000 -5.417 1.510 0.13
H 2.820 -5.686 3.250 0.13
```